The following is a DFT calculation (the ωB97M-V functional and the def2-TZVPD basis) of a molecular structure, C8H10ClIIrNO5 in a non-equilibrium geometry.

Structure (ORCA input):
```
! wB97M-V def2-TZVPD RIJCOSX def2/J DEFGRID3
* xyz 0 5
Ir -0.07487 -0.36467 -0.84292
O 2.73250 -2.69291 1.69876
Cl 2.38545 -1.54942 0.96266
O 2.78558 -1.62284 -0.40158
O 0.86994 -1.40402 0.89910
O 2.92563 -0.38124 1.56664
I 0.57977 -2.41495 -2.36481
C -2.06099 -0.59120 -0.34975
C -2.71582 -1.76894 -0.10783
C -4.01411 -1.70590 0.40944
C -4.58468 -0.43939 0.61288
C -3.86489 0.66098 0.25303
N -2.60734 0.60947 -0.22277
H -2.21918 -2.72065 -0.28666
H -4.58040 -2.63701 0.57363
H -5.57194 -0.38143 1.00848
H -4.23217 1.67476 0.27412
C 3.64609 1.48086 -1.09747
O 2.39178 0.86732 -1.36257
C 1.31155 1.09922 -0.61461
C 1.23387 2.15157 0.42367
H 3.96217 1.38196 -0.04513
H 3.67987 2.52637 -1.33553
H 4.26869 0.96213 -1.80941
H 1.80951 3.05060 0.21527
H 1.73631 1.75093 1.31073
H 0.20769 2.45840 0.63265
*
```

* highest occupied orbital energy (spin up / spin down): -7.8969 / -9.1452 eV
* energy above the lowest of the compared OMol25 structures with the same formula, charge and spin: 164.4 kJ/mol
* energy: -1603.56050 a.u.
* LUMO level (spin up / spin down): -0.67 / -2.59 eV
* orbital gap (spin up / spin down): 7.228 / 6.553 eV

---

The following is a DFT calculation (the ωB97M-V functional and the def2-TZVPD basis) of 2 unconnected molecules or ions with the total composition C8H10ClN in a non-equilibrium geometry.

Structure (ORCA input):
```
! wB97M-V def2-TZVPD RIJCOSX def2/J DEFGRID3
* xyz 0 1
C 3.09852 0.87446 -0.06541
C 2.26471 1.85738 0.57143
C 2.55390 -0.13021 -0.82518
C 0.89830 1.71128 0.55515
C 1.15858 -0.28578 -0.86427
C 0.33350 0.65620 -0.20576
C -2.24344 -0.38417 1.45916
C -1.98694 0.06190 -0.00403
N -2.01889 -0.92815 -0.97282
Cl -2.92962 1.43371 -0.57320
H 4.23253 1.12266 -0.24442
H 2.78913 2.45903 1.30047
H 3.18408 -1.03414 -1.10570
H 0.23922 2.58941 0.99116
H 0.83917 -1.18030 -1.44711
H -1.48770 0.24984 1.97303
H -3.24286 -0.07432 1.64047
H -1.97313 -1.45631 1.52586
H -2.03325 -1.99978 -0.66341
H -1.47472 -0.75542 -1.85217
*
```

* highest occupied orbital energy (spin up / spin down): -7.9892 / -7.9914 eV
* energy above the lowest of the compared OMol25 structures with the same formula, charge and spin: 461.9 kJ/mol
* energy: -825.63410 a.u.
* LUMO level (spin up / spin down): 0.46 / 0.46 eV
* orbital gap (spin up / spin down): 8.452 / 8.455 eV

---

The following is a DFT calculation (the ωB97M-V functional and the def2-TZVPD basis) of a molecular structure, C8H10ClN2S in a non-equilibrium geometry.

Structure (ORCA input):
```
! wB97M-V def2-TZVPD RIJCOSX def2/J DEFGRID3
* xyz 1 3
C 0.49191 3.37003 -0.45849
C 1.84579 3.12918 -0.30662
C -0.44245 2.32776 -0.24288
C 2.26409 1.82057 -0.04418
C -0.04853 1.07015 0.18231
C 1.34281 0.85282 0.23605
C -0.82613 -2.30641 0.29971
C 0.78155 -1.67527 -0.57346
N -0.94186 -1.98310 1.54550
N -1.57925 -3.10654 -0.39787
S 1.85892 -0.84675 0.51746
Cl 1.51818 -3.18441 -1.24140
H 0.12066 4.36583 -0.65990
H 2.60404 3.85221 -0.29011
H -1.43902 2.65823 -0.20186
H 3.27174 1.64171 -0.09511
H -0.82450 0.34320 0.17344
H 0.29937 -1.07110 -1.30728
H -0.16850 -2.01412 2.22638
H -1.81333 -2.32555 2.03551
H -1.38167 -3.19573 -1.45587
H -2.56319 -3.32063 -0.18779
*
```

* highest occupied orbital energy (spin up / spin down): -7.5579 / -13.2017 eV
* energy: -1278.26666 a.u.
* LUMO level (spin up / spin down): -4.04 / -7.44 eV
* orbital gap (spin up / spin down): 3.516 / 5.758 eV

---

The following is a DFT calculation (the ωB97M-V functional and the def2-TZVPD basis) of C8H10ClNO in the gas phase in a non-equilibrium geometry.

Structure (ORCA input):
```
! wB97M-V def2-TZVPD RIJCOSX def2/J DEFGRID3
* xyz 0 1
C -1.54829 1.65197 0.25299
C -0.14332 1.22680 0.70557
C -0.29310 0.19658 1.85665
O -0.75304 0.35416 2.97596
N 0.01995 -1.03237 1.35581
C 0.85014 -0.99627 0.18245
C 0.56590 -2.24386 -0.58966
C 2.46535 -0.43858 0.41835
Cl 3.84926 -1.25172 1.03448
C 2.16715 0.79321 -0.04405
C 0.70142 0.50751 -0.32617
H -1.42994 1.85070 -0.83751
H -1.90615 2.55196 0.59776
H -2.27440 0.84748 0.55583
H 0.44917 2.07999 1.10727
H -0.04292 -1.81595 1.99361
H -0.46442 -2.48306 -0.61184
H 1.06599 -3.10199 -0.42506
H 0.76735 -2.16666 -1.64021
H 2.69153 1.79260 0.11734
H 0.31419 0.54811 -1.32960
*
```

* highest occupied orbital energy: -9.3730 eV
* energy above the lowest of the compared OMol25 structures with the same formula, charge and spin: 103.3 kJ/mol
* energy: -900.96299 a.u.
* LUMO level: 0.77 eV
* SMILES: C[C@H]1C(=O)N[C@]2(C)C(Cl)=C[C@H]12
* orbital gap: 10.147 eV

---

The following is a DFT calculation (the ωB97M-V functional and the def2-TZVPD basis) of a molecular structure, C8H10ClNO2Pt in a non-equilibrium geometry.

Structure (ORCA input):
```
! wB97M-V def2-TZVPD RIJCOSX def2/J DEFGRID3
* xyz 2 5
Cl -0.89332 -0.94731 3.02766
C -0.04854 -1.70678 -1.40176
C 0.05679 -0.54959 -2.21459
C -0.62168 0.51770 -1.60801
H 0.51389 -0.53053 -3.20598
C -1.19736 0.06454 -0.35384
C -0.78621 -1.37587 -0.22109
H -1.27565 -2.04287 0.48183
H 0.26839 -2.70828 -1.67913
H -0.82861 1.49991 -2.03170
C -2.39794 0.64338 0.29992
Pt 0.57985 0.00366 0.93056
C 0.47924 1.60973 2.02328
O 0.39875 2.52380 2.71851
C 1.81848 -1.34467 1.56142
O 2.53056 -2.15365 1.96471
H -2.23844 1.70892 0.50723
H -2.58161 0.13761 1.25316
H -3.27873 0.54756 -0.34914
N 2.18016 0.91790 -0.26408
H 2.61318 0.20163 -0.86078
H 2.91153 1.34627 0.31339
H 1.79727 1.63694 -0.89156
*
```

* highest occupied orbital energy (spin up / spin down): -16.5706 / -18.2798 eV
* energy above the lowest of the compared OMol25 structures with the same formula, charge and spin: 0.0 kJ/mol
* energy: -1094.77213 a.u.
* LUMO level (spin up / spin down): -7.63 / -12.00 eV
* orbital gap (spin up / spin down): 8.938 / 6.280 eV

---

The following is a DFT calculation (the ωB97M-V functional and the def2-TZVPD basis) of 2 unconnected molecules or ions with the total composition C8H10ClO2S in a non-equilibrium geometry.

Structure (ORCA input):
```
! wB97M-V def2-TZVPD RIJCOSX def2/J DEFGRID3
* xyz -1 1
C -3.06418 -0.09495 0.00070
C -2.10531 0.85942 -0.13292
C -3.07022 -1.47330 0.08503
C -0.71337 0.76864 -0.02580
C -2.02729 -2.14676 0.44790
C -0.13159 -0.42934 0.06798
C 0.09659 2.00478 -0.38865
C 1.25774 -1.03628 0.11931
O 3.14462 0.73071 -0.89438
O 4.04731 0.96165 1.38651
S 4.30206 0.70783 -0.02840
Cl 4.73594 -1.45960 -0.17778
H -4.00617 0.30677 0.00219
H -2.52590 1.89669 -0.26577
H -3.99011 -1.95414 0.26409
H -1.65117 -3.13349 0.48755
H -0.19407 2.62284 -1.11492
H 1.07263 1.60571 -0.68118
H 0.26947 2.63931 0.53270
H 1.21074 -1.94408 -0.51639
H 1.40189 -1.23635 1.16161
H 1.94039 -0.19607 -0.32938
*
```

* highest occupied orbital energy (spin up / spin down): -4.7379 / -4.4883 eV
* energy above the lowest of the compared OMol25 structures with the same formula, charge and spin: 439.9 kJ/mol
* energy: -1319.54748 a.u.
* LUMO level (spin up / spin down): 3.34 / 3.27 eV
* orbital gap (spin up / spin down): 8.080 / 7.760 eV

---

The following is a DFT calculation (the ωB97M-V functional and the def2-TZVPD basis) of 2 unconnected molecules or ions with the total composition C8H10F3N in a non-equilibrium geometry.

Structure (ORCA input):
```
! wB97M-V def2-TZVPD RIJCOSX def2/J DEFGRID3
* xyz 0 1
C 1.23232 0.68176 1.68963
C 0.64403 -0.28376 0.98442
C 1.48030 -1.37805 0.55268
N -0.64840 -0.17967 0.51630
C -1.23731 -0.94458 -0.51243
C -2.60943 -0.72936 -0.45554
C -2.80404 0.24725 0.49367
C -1.63144 0.53061 1.16954
H 0.63626 1.52911 2.13114
H 2.28261 0.58691 1.92250
H 1.39848 -1.81806 -0.48801
H 1.38369 -2.29757 1.20951
H 2.53551 -1.00155 0.73607
H -0.60977 -1.47791 -1.15841
H -3.25387 -0.99830 -1.32595
H -3.65631 0.57453 0.94467
H -1.33365 0.94997 2.10012
F 1.02648 2.48488 -2.25877
C 1.15996 1.21069 -2.05013
F 1.04933 0.45405 -3.18491
F 2.46753 1.06373 -1.64417
H 0.48771 0.79531 -1.37191
*
```

* highest occupied orbital energy: -8.7246 eV
* energy above the lowest of the compared OMol25 structures with the same formula, charge and spin: 72.1 kJ/mol
* energy: -665.13139 a.u.
* LUMO level: 0.82 eV
* SMILES: C=C(C)n1cccc1.FC(F)F
* orbital gap: 9.541 eV

---

The following is a DFT calculation (the ωB97M-V functional and the def2-TZVPD basis) of C8H10F3NO in the gas phase in a non-equilibrium geometry.

Structure (ORCA input):
```
! wB97M-V def2-TZVPD RIJCOSX def2/J DEFGRID3
* xyz 0 1
C -0.28671 -0.76906 -2.80553
O -0.45000 -1.76657 -1.73969
C 0.38926 -1.53800 -0.71040
C 0.32252 -2.37751 0.35264
C 0.95977 -1.86416 1.56186
C 1.11942 -0.53622 1.76068
C 0.30007 0.45258 1.12797
C 0.56254 1.78100 0.97156
N -0.44003 2.67379 0.70332
C 1.98578 2.22030 0.98864
F 2.49031 2.70875 2.09981
F 2.77795 1.32818 0.52188
F 2.08775 3.27345 0.10197
H 0.76866 -0.74611 -3.02948
H -0.75484 0.17259 -2.35488
H -1.04061 -1.10944 -3.53618
H 1.20865 -0.81102 -0.59644
H -0.37097 -3.26724 0.44057
H 1.31846 -2.67167 2.11474
H 1.75998 -0.18488 2.51792
H -0.74175 0.29321 0.86205
H -1.22931 2.74520 1.22693
H -0.17032 3.59690 0.59924
*
```

* highest occupied orbital energy: -7.3626 eV
* energy above the lowest of the compared OMol25 structures with the same formula, charge and spin: 223.5 kJ/mol
* energy: -740.32180 a.u.
* LUMO level: 0.87 eV
* SMILES: CO/C=C/C=C\C=C(\N)C(F)(F)F
* orbital gap: 8.232 eV